The following is a DFT calculation (ωB97M-V/def2-TZVPD) of a structure of composition C17H27Cl2IrOS3Sb.

```
52
Properties=species:S:1:pos:R:3:forces:R:3:lowdin_charge:R:1
Ir -0.085 0.228 0.760 -1.03 -1.14 1.31 0.235
Cl 0.291 0.582 3.085 0.41 0.29 0.10 0.684
C 0.406 2.339 3.280 -0.06 0.10 -0.26 -0.594
C 0.537 2.850 4.554 -0.01 -0.01 -0.03 -0.086
C 0.627 4.226 4.688 0.01 0.00 0.11 -0.058
C 0.594 5.043 3.569 0.00 0.01 -0.07 -0.083
C 0.474 4.490 2.306 0.00 0.01 0.02 -0.679
Cl 0.446 5.517 0.918 0.00 0.01 0.00 0.712
C 0.372 3.109 2.125 -0.02 -0.38 0.06 -0.668
S 0.252 2.436 0.493 0.34 0.47 -0.25 0.568
H 0.560 2.193 5.413 0.00 0.01 0.00 0.117
H 0.721 4.666 5.671 0.00 -0.01 0.00 0.118
H 0.664 6.117 3.667 0.00 0.00 0.00 0.116
C 3.593 1.317 1.984 0.05 -0.04 -0.01 -0.137
C 3.777 0.859 0.544 0.08 -0.22 -0.07 -0.523
C 5.149 0.217 0.348 0.06 0.07 -0.03 -0.130
Sb 2.191 -0.440 -0.127 0.27 0.64 0.11 1.448
C 2.210 -0.278 -2.271 0.12 -0.06 0.07 -0.551
C 3.602 -0.500 -2.858 -0.01 -0.02 -0.08 -0.132
C 1.665 1.092 -2.667 -0.02 -0.01 -0.01 -0.160
C 2.486 -2.476 0.517 -0.03 0.07 -0.12 -0.537
C 2.329 -2.563 2.031 0.03 0.00 0.02 -0.144
C 3.794 -3.090 0.033 -0.02 -0.06 -0.03 -0.122
H 4.393 2.014 2.245 0.01 -0.02 -0.01 0.096
H 3.646 0.481 2.685 -0.01 0.00 -0.01 0.077
H 2.652 1.835 2.129 -0.09 0.07 0.02 0.020
H 3.659 1.722 -0.118 0.03 -0.03 -0.04 0.088
H 5.322 -0.562 1.093 -0.01 0.01 0.00 0.073
H 5.922 0.975 0.489 0.02 -0.02 0.01 0.090
H 5.294 -0.221 -0.639 -0.01 0.01 0.03 0.057
H 1.535 -1.066 -2.615 -0.01 0.01 0.00 0.080
H 4.282 0.304 -2.570 -0.01 -0.02 0.00 0.075
H 3.538 -0.489 -3.948 0.00 0.01 0.00 0.089
H 4.049 -1.451 -2.570 -0.01 0.02 0.01 0.059
H 2.315 1.895 -2.312 0.00 0.00 0.01 0.078
H 0.661 1.276 -2.284 0.00 -0.02 0.00 0.018
H 1.626 1.162 -3.756 0.00 0.01 0.00 0.091
H 1.644 -2.985 0.038 0.01 -0.01 0.00 0.088
H 3.123 -2.020 2.549 -0.01 0.01 0.00 0.076
H 2.390 -3.607 2.344 0.01 0.00 0.00 0.090
H 1.368 -2.175 2.371 -0.01 0.01 0.00 0.041
H 4.661 -2.619 0.495 -0.01 0.00 -0.01 0.066
H 3.909 -3.038 -1.049 0.00 0.00 0.02 0.063
H 3.812 -4.147 0.310 0.01 0.00 0.01 0.090
C -3.303 1.051 -1.987 -0.02 0.02 -0.08 -0.042
O -3.328 0.695 -0.589 -0.23 -0.12 0.34 -0.161
C -2.443 -0.103 -0.071 0.04 0.24 -1.36 -1.245
S -2.396 -0.404 1.558 0.16 0.04 0.53 0.684
S -1.101 -0.712 -1.041 -0.08 0.12 -0.35 0.574
H -4.145 1.722 -2.115 -0.01 -0.01 0.00 0.106
H -3.427 0.165 -2.606 0.02 -0.03 0.02 0.096
H -2.371 1.561 -2.223 0.02 -0.02 0.04 0.086
```
Positions in Å, forces in eV/Å.

For the HOMO energy, the calculation gives -10.68 eV. As for the total charge: +1. The value obtained for the relative energy (zero: lowest compared OMol25 entry of this formula, charge and spin) is 31.0 kcal per mole. For the HOMO-LUMO gap, the calculation gives 6.53 eV. The value obtained for the electronic energy is -3198.51045 Eh. The multiplicity is 1.